Run w
The following is a DFT calculation (ωB97M-V with the def2-TZVPD basis set) of one molecule with the formula CH3NO2S.

Bonds (Å) are listed after each position.
Positions of all 8 atoms, in Å:
1 C -0.3308 0.4770 -0.0857  N2 1.477, S5 1.808, H6 1.086, H7 1.308
2 N 1.0458 -0.0444 0.0324  C1 1.477, O3 1.202, O4 1.207
3 O 1.8008 0.1857 -0.8745  N2 1.202
4 O 1.2900 -0.6727 1.0332  N2 1.207
5 S -1.4669 -0.8403 -0.5775  C1 1.808, H8 1.335
6 H -0.6553 0.9201 0.8515  C1 1.086
7 H -0.2633 1.4178 -0.9924  C1 1.308
8 H -1.4203 -1.4432 0.6130  S5 1.335

Properties
Molecular weight ... 93.1 g/mol
SMILES ... O=[N+]([O-])CS


Run x
The following is a DFT calculation (ωB97M-V with the def2-TZVPD basis set) of one molecule with the formula CH3NO2S.

Bonds (Å) are listed after each position.
Positions of all 8 atoms, in Å:
1 C -0.3108 0.1895 -0.2034  S5 1.812, H6 1.136, H7 1.082, H8 1.130
2 N -2.1367 -2.4254 -0.2076  O3 1.153, O4 1.567
3 O -3.2620 -2.6739 -0.2470  N2 1.153
4 O -1.6164 -1.7905 -1.5425  N2 1.567, S5 1.621
5 S -0.1804 -1.0395 -1.5289  C1 1.812, O4 1.621
6 H -0.2415 -0.4084 0.7600  C1 1.136
7 H -1.2520 0.6899 -0.3911  C1 1.082
8 H 0.6070 0.8003 -0.4511  C1 1.130

Properties
Molecular weight ... 93.1 g/mol
SMILES ... CSON=O


Run y
The following is a DFT calculation (ωB97M-V with the def2-TZVPD basis set) of one molecule with the formula CH3NO2S.

Bonds (Å) are listed after each position.
Positions of all 8 atoms, in Å:
1 C 0.2651 -0.0575 -0.2789  N2 1.371, O3 1.183, S5 1.929
2 N 0.9313 -1.2434 -0.4491  C1 1.371, H6 1.050, H7 0.999
3 O 0.6969 1.0184 -0.5165  C1 1.183
4 O -1.6819 1.4484 0.3142  S5 1.679, H8 0.969
5 S -1.3737 -0.1475 0.7348  C1 1.929, O4 1.679
6 H 1.9549 -1.3199 -0.6713  N2 1.050
7 H 0.4666 -1.9104 0.1312  N2 0.999
8 H -1.2593 2.2119 0.7356  O4 0.969

Properties
Molecular weight ... 93.1 g/mol
SMILES ... NC(=O)SO


Run z
The following is a DFT calculation (ωB97M-V with the def2-TZVPD basis set) of one molecule with the formula CH3NO2S.

Bonds (Å) are listed after each position.
Positions of all 8 atoms, in Å:
1 C 1.1492 0.1165 -0.0629  N2 1.716, H6 1.181, H7 0.994, H8 1.110
2 N -0.4622 -0.4079 0.2042  C1 1.716, O3 1.265, S5 1.811
3 O -0.3740 -1.6184 0.5590  N2 1.265
4 O -2.4739 1.3603 -0.3952  S5 1.472
5 S -2.2186 0.0354 0.1930  N2 1.811, O4 1.472
6 H 1.7844 -0.7493 0.4279  C1 1.181
7 H 1.2323 1.0654 0.2227  C1 0.994
8 H 1.3627 0.1982 -1.1487  C1 1.110

Properties
Molecular weight ... 93.1 g/mol


run y takes first place; second place is 270.2 kJ/mol up.